[1]
Formula: C4H6NO2
Source: the OMol25 dataset
Level of theory: ωB97M-V with the def2-TZVPD basis set

Geometry as XYZ:
```
13
Properties=species:S:1:pos:R:3:nbo_charge:R:1
C 2.0602 -1.1300 -2.2279 1.0475
C -0.3631 -1.6406 0.5874 0.0911
C -1.2160 1.6908 0.9019 -0.7016
C -0.0613 0.8357 0.6171 0.2687
N -0.1623 -0.4093 0.5546 -0.2176
O 2.7826 -1.3534 -3.0756 -0.4389
O 1.3396 -0.8361 -1.3746 -0.6052
H -0.0831 -2.2020 1.3765 0.2293
H -0.4815 -2.0970 -0.4494 0.2517
H -2.0177 1.1400 1.2522 0.2540
H -0.9246 2.5466 1.3826 0.2703
H -1.7566 2.1904 0.0720 0.2992
H 0.8837 1.2650 0.3832 0.2515
```

## Properties
Charge   +1
LUMO   -4.79 eV
DFT total energy   -9822.03554 eV
HOMO   -16.580 eV
Frontier orbital gap   11.789 eV
M   100.10 g/mol

***

[2]
Formula: C4H9NO
Source: the OMol25 dataset
Level of theory: ωB97M-V with the def2-TZVPD basis set

Geometry as XYZ:
```
15
Properties=species:S:1:pos:R:3:nbo_charge:R:1
C 0.6344 1.7410 1.6545 -0.6143
C -0.4021 0.9982 0.8163 -0.2297
N 0.0389 -0.1181 0.0067 -0.5288
C 0.4007 -0.0547 -1.1941 0.4236
O 0.3823 -1.1474 -1.9774 -0.5005
C -0.2230 -2.3014 -1.3955 -0.2626
H 1.3739 2.2684 1.0455 0.2018
H 0.1213 2.4894 2.2702 0.2113
H 1.1633 1.0637 2.3306 0.2103
H -0.9743 1.7172 0.2131 0.1756
H -1.1156 0.5332 1.5021 0.1933
H 0.7485 0.8055 -1.7778 0.1470
H -0.2523 -3.0451 -2.1918 0.1895
H -1.2378 -2.0858 -1.0422 0.1910
H 0.3605 -2.6682 -0.5477 0.1924
```

## Properties
LUMO   1.07 eV
DFT total energy   -7830.55732 eV
HOMO   -9.260 eV
Frontier orbital gap   10.334 eV
M   87.12 g/mol
SMILES string   CC/N=C/OC

***

[3]
Formula: C26H74N6O8
Source: the OMol25 dataset
Level of theory: ωB97M-V with the def2-TZVPD basis set

Geometry as XYZ:
```
114
Properties=species:S:1:pos:R:3:mulliken_charge:R:1
C 1.4354 -3.0155 -2.4240 -0.7080
C 0.5344 -3.4115 -1.2690 -0.1649
C 1.2434 -3.2225 0.0330 0.2271
O 2.2784 -4.2205 0.2380 -0.4275
C 2.9904 -4.0635 1.4760 -0.4395
N -0.7976 -2.7895 -1.3940 -0.2512
H 1.4524 -1.9305 -2.3120 0.1484
H 0.8534 -3.4015 -3.4890 -0.0100
H 2.4354 -3.4415 -2.6230 0.4062
H 0.0484 -4.3995 -1.4700 0.3809
H 0.4064 -3.2035 0.7630 0.0956
H 1.8974 -2.3235 0.2740 -0.1273
H 3.0424 -3.1635 1.5850 -0.0978
H 3.9334 -4.6885 1.5220 0.2656
H 2.4394 -4.2255 2.3470 0.4801
H -0.6526 -1.7395 -1.3080 -0.1963
H -1.3986 -3.0825 -0.6140 0.3060
C 0.9394 3.2905 -3.6140 -2.2870
C -0.3626 2.5145 -4.0700 0.3481
C 0.1644 1.1545 -4.6150 -0.5339
O 0.9824 1.2505 -5.7800 -0.4586
C 1.2514 0.1345 -6.5800 -0.5562
N -1.3036 2.1935 -2.9250 -0.5674
H 0.7824 4.2625 -3.3540 0.5472
H 1.5034 3.3935 -4.4220 0.7176
H 1.4954 2.8905 -2.9250 0.6056
H -0.9166 3.0795 -4.9770 0.2527
H -0.7626 0.7915 -4.9010 0.2371
H 0.3444 0.5295 -3.8020 0.3785
H 1.3284 -0.6985 -5.7780 0.1088
H 2.1014 0.2475 -7.1630 0.3759
H 0.3124 -0.1815 -6.9730 0.2542
H -2.1726 1.8695 -3.3150 0.2343
H -1.5446 3.2025 -2.6120 0.2670
C 2.1074 -2.3995 4.7690 -2.0096
C 0.7604 -2.0425 4.3600 1.4459
C -0.2746 -2.1345 5.4630 -1.0930
O -0.7916 -3.4385 5.7030 -0.3211
C -1.6786 -3.5535 6.7670 -0.7733
N 0.7604 -0.7585 3.7600 -0.0287
H 2.5564 -1.9355 5.5900 0.3893
H 2.5874 -2.3435 3.9820 0.5311
H 2.1764 -3.5085 5.0000 0.3336
H 0.3204 -2.5665 3.5490 -0.0827
H -0.9836 -1.4685 5.2650 0.5617
H 0.0134 -1.7705 6.5330 0.3068
H -2.1156 -4.6015 6.5450 0.2142
H -2.4786 -2.8955 6.8580 0.3542
H -1.1246 -3.4885 7.7290 0.2932
H 0.6974 -0.0455 4.3300 0.2836
H 0.1264 -0.5845 3.0380 -0.3362
C -3.2066 -0.7465 -3.9400 -0.8308
C -2.9416 -2.1405 -4.5780 0.4420
C -1.6616 -2.2765 -5.3740 0.1168
O -1.6246 -3.5375 -6.0060 -0.4290
C -0.7806 -3.5825 -7.0970 -0.8639
N -2.8946 -3.2225 -3.5510 -0.7289
H -4.1046 -0.6995 -3.2340 0.3742
H -3.3586 0.0065 -4.6830 0.5430
H -2.3696 -0.2935 -3.3530 -0.4153
H -3.9056 -2.3675 -5.1530 0.2180
H -0.6346 -2.0785 -4.5890 -0.2471
H -1.5856 -1.5095 -6.1320 0.3712
H -1.0926 -2.8565 -7.8420 0.2937
H -1.0036 -4.2295 -7.7830 0.4535
H 0.2864 -3.4975 -6.7940 0.2750
H -2.1406 -3.0285 -3.0370 0.1557
H -2.5596 -4.1625 -3.9870 0.3934
C 3.2604 6.3715 3.1780 -1.3935
C 2.3534 5.1365 3.3460 -0.4833
C 2.0444 4.3645 2.0200 -0.2261
O 1.2954 5.1915 1.1120 -0.4680
C 1.2524 4.5575 -0.1160 -0.4925
N 2.9524 4.2855 4.3250 -0.6088
H 3.5824 6.8365 4.1730 0.3820
H 2.5834 6.8205 2.7150 0.4247
H 4.2084 5.9765 2.5900 0.2362
H 1.6174 5.5455 3.5780 0.8108
H 1.3794 3.4875 2.2650 -0.1010
H 2.9014 4.0615 1.6500 0.6391
H 2.2214 4.0455 -0.4000 0.3442
H 1.0854 5.3255 -0.8050 0.3416
H 0.2434 4.0385 -0.0480 0.1562
H 2.2534 3.7465 4.6950 0.1798
H 3.2384 4.8245 5.0800 0.2678
C -1.9556 1.8705 1.9780 -2.2275
C -2.4706 0.4685 2.2230 0.2141
C -3.8316 0.2395 1.5030 -1.1271
O -4.5936 1.2845 1.9720 -0.3021
C -5.9996 1.1645 1.6720 -0.7274
N -1.5936 -0.4415 1.7220 0.1167
H -1.8756 2.0095 0.9880 0.4382
H -1.2186 2.1945 2.5620 0.5430
H -2.6116 2.4425 2.5460 0.6358
H -2.5186 0.3105 3.2170 0.8135
H -4.2166 -0.8625 1.7990 0.2946
H -3.8186 0.0935 0.5240 0.8409
H -6.0896 1.7505 0.7480 0.2558
H -6.5736 1.4895 2.5140 0.2552
H -6.1656 -0.0125 1.7510 0.2884
H -1.4506 -0.2845 0.7750 -0.5738
H -1.6166 -1.3725 1.9030 0.3298
C 0.6144 0.8355 -0.2410 -0.6835
O -0.6176 0.6165 -0.8090 -0.2752
H 1.1794 1.4245 -0.6820 0.9520
H 1.2694 0.0565 0.1280 0.0362
H 0.4714 1.2825 0.8020 -0.2257
H -0.9016 1.1705 -1.3200 0.1641
C 3.8284 0.4165 2.8710 0.2726
O 4.9344 0.9185 2.0660 -0.5920
H 4.2124 -0.2015 3.8520 0.1855
H 3.2784 -0.3165 2.1420 -0.2543
H 3.1194 1.2235 3.1090 0.0060
H 5.3794 1.7745 2.6950 0.3354
```

## Properties
LUMO   0.51 eV
DFT total energy   -53461.32829 eV
HOMO   -8.648 eV
Frontier orbital gap   9.162 eV
M   598.91 g/mol
SMILES string   COC[C@H](C)N.COC[C@H](C)N.COC[C@H](C)N.COC[C@H](C)N.COC[C@H](C)N.COC[C@H](C)N.CO.CO

***

[4]
Formula: C35H27N9O7S3SeW
Source: the OMol25 dataset
Level of theory: ωB97M-V with the def2-TZVPD basis set

Geometry as XYZ:
```
83
Properties=species:S:1:pos:R:3:mulliken_charge:R:1
W -0.9045 1.4281 -0.9674 1.7206
C -3.0529 0.4078 -3.1207 -0.7330
C -3.7785 -0.0128 -1.8367 -1.5905
C -2.9889 -0.8638 -0.8263 1.0395
C -3.4420 -2.1479 -0.5716 -0.5586
C -2.8736 -2.9603 0.3737 -1.0040
C -1.9528 -2.3493 1.1784 -0.5275
C -1.5535 -1.0380 0.9457 -0.8942
N -2.0216 -0.3279 -0.0624 0.5649
N -1.9392 1.4216 -2.9646 -0.0884
C -2.4038 2.7552 -3.2940 -1.3942
C -1.3674 3.7746 -2.8845 0.7205
C -1.1085 4.8847 -3.6252 -0.9592
C -0.2211 5.8430 -3.1823 -0.5973
C 0.4109 5.6127 -2.0048 -0.8966
C 0.1200 4.4974 -1.2512 -0.1209
N -0.7048 3.5771 -1.7204 0.3742
C -0.7926 1.0710 -3.8713 -0.6937
C -0.3527 -0.2704 -3.4844 0.3937
C -0.1071 -1.3219 -4.2839 -0.7978
C 0.1950 -2.5675 -3.6978 -0.7576
C 0.3061 -2.6563 -2.3405 -1.0731
C 0.1832 -1.5047 -1.5265 -0.4971
N -0.2200 -0.3688 -2.1017 0.8055
H -2.6376 -0.4801 -3.6853 0.4217
H -3.8352 0.8338 -3.7339 0.5445
H -4.1109 0.8671 -1.2605 0.1842
H -4.6465 -0.5942 -2.1047 0.6576
H -4.2129 -2.5471 -1.2009 0.4637
H -3.1197 -4.0255 0.4361 0.4334
H -1.6542 -2.8527 2.0553 0.7171
H -0.8130 -0.5122 1.5536 0.7200
H -2.5940 2.7872 -4.3630 0.6350
H -3.3520 2.9530 -2.7799 0.5389
H -1.7362 5.1158 -4.4471 0.5240
H -0.0227 6.7323 -3.7490 0.4727
H 1.1389 6.3355 -1.6368 0.4362
H 0.5238 4.4144 -0.2622 0.4748
H -1.1026 1.0658 -4.9428 0.4771
H 0.0458 1.8065 -3.7144 -0.2220
H -0.2972 -1.2091 -5.3422 0.5324
H 0.2176 -3.4385 -4.3339 0.4209
H 0.4763 -3.6477 -1.9337 0.5446
H 0.2363 -1.5205 -0.4803 0.7205
O -4.3316 2.1590 0.9665 -0.6862
C -3.1507 2.3617 0.8944 -0.0962
O -2.5571 2.3389 -0.3072 -0.4841
C -2.2462 2.5602 2.0885 0.9266
C -2.8774 3.0156 3.2774 -0.6211
C -2.1093 3.1174 4.3944 -0.4437
C -0.7305 2.7595 4.4286 -0.5426
C -0.1703 2.2024 3.3430 -0.4147
C -0.9039 2.0875 2.0877 0.0904
O -0.3077 1.5461 1.0580 -0.0607
N 1.1256 1.5389 3.5788 0.9857
O 1.2323 0.4248 3.0690 -0.5021
O 1.9714 2.0715 4.2937 -0.6017
N -2.8049 3.5639 5.6382 1.0507
O -4.0098 3.6528 5.5316 -0.6397
O -2.1549 3.7805 6.6116 -0.6224
H -3.9231 3.2433 3.4154 0.6201
H -0.0870 2.8649 5.3003 0.6216
Se 1.7100 1.7400 -1.0363 0.1048
C 2.1225 2.4800 -2.6657 0.3104
N 2.5297 2.9460 -3.6416 -0.6477
S 1.7161 -5.1558 3.2720 -0.3616
C 2.2866 -4.0919 2.0991 -0.0663
S 1.3558 -3.0931 1.0896 0.2071
C 2.7994 -2.4484 0.2680 0.1719
N 3.8799 -3.0172 0.6643 -0.7830
N 3.5798 -3.8631 1.7452 0.8101
C 4.7029 -4.5348 2.3279 -0.1059
C 5.4251 -5.4538 1.5479 -0.2320
C 6.5745 -6.0424 2.0426 -0.7269
C 6.8695 -5.8519 3.3925 -0.2778
C 6.0782 -5.0290 4.1897 -0.6460
C 5.0140 -4.3582 3.6506 -0.1212
S 2.6738 -1.1684 -0.8788 -0.2143
H 5.1747 -5.5998 0.5152 0.3904
H 7.2300 -6.6807 1.4677 0.3674
H 7.6967 -6.3724 3.8302 0.3782
H 6.3317 -4.9186 5.2292 0.3567
H 4.3508 -3.7426 4.2668 0.3732
```

## Properties
LUMO (alpha / beta)   -1.02 / -1.32 eV
DFT total energy   -164148.74886 eV
HOMO (alpha / beta)   -6.864 / -6.853 eV
Frontier orbital gap (alpha / beta)   5.842 / 5.528 eV
M   1044.66 g/mol
Multiplicity   3
<S²>   2.016